Record 1
# C6H6

C6H6 in the gas phase (ωB97M-V/def2-TZVPD, the OMol25 dataset).

The orbital gap comes out at 10.321 eV. The value obtained for the HOMO energy is -9.60 eV. The energy above the lowest of the compared OMol25 structures with the same formula, charge and spin is 126.9 kcal/mol. The value obtained for the total energy is -6313.6990 eV.

Structure (ORCA input):
```
! wB97M-V def2-TZVPD RIJCOSX def2/J DEFGRID3
* xyz 0 1
C -1.8978 0.7486 0.1113
C -1.1631 -0.5944 0.0506
C 0.2894 -0.4539 -0.0115
C 1.4821 -0.3433 -0.1457
C 2.8653 -0.2176 -0.2883
C 4.0665 -0.2324 -0.7244
H -2.9746 0.5866 0.0070
H -1.7164 1.2592 1.0617
H -1.5675 1.4070 -0.6973
H -1.4630 -1.1448 -0.8485
H -1.4339 -1.2218 0.9080
H 3.5130 0.2067 0.5773
*
```

***

Record 2
# C5H5NO

C5H5NO in the gas phase at a distorted geometry (ωB97M-V/def2-TZVPD, the OMol25 dataset).

The orbital gap comes out at 9.123 eV. The value obtained for the HOMO energy is -8.77 eV. The energy above the lowest of the compared OMol25 structures with the same formula, charge and spin is 32.2 kcal/mol. The SMILES is O=Cn1cccc1. The value obtained for the total energy is -8802.0219 eV.

Structure (ORCA input):
```
! wB97M-V def2-TZVPD RIJCOSX def2/J DEFGRID3
* xyz 0 1
O -2.7914 -0.4247 -0.2111
C -1.9025 0.4353 0.0689
N -0.5462 0.1419 0.3253
C -0.1255 -1.0997 0.1478
C 1.2784 -1.0556 -0.1003
C 1.7250 0.3221 -0.1246
C 0.5562 1.0967 0.0523
H -2.1309 1.5060 0.0429
H -0.8921 -1.9358 0.1754
H 1.9716 -1.9750 0.0798
H 2.6384 0.8774 -0.2932
H 0.2191 2.1114 -0.1633
*
```

***

Record 3
# C30H78N6O12V

A molecular structure, C30H78N6O12V at a distorted geometry (ωB97M-V/def2-TZVPD, the OMol25 dataset).

The orbital gap comes out at 7.310 eV. The value obtained for the HOMO energy is -4.94 eV. The energy above the lowest of the compared OMol25 structures with the same formula, charge and spin is 23.2 kcal/mol. The value obtained for the total energy is -91570.6334 eV.

Structure (ORCA input):
```
! wB97M-V def2-TZVPD RIJCOSX def2/J DEFGRID3
* xyz -1 1
O -0.3584 1.7990 2.6398
V -1.0823 1.1286 1.4106
O -0.0543 0.4634 0.4313
O -1.6614 2.9220 0.3085
C -3.0429 2.9289 0.2703
C -3.7049 1.5703 0.3091
O -3.1810 0.6954 1.2615
H -3.4283 3.4923 -0.6034
H -3.4728 3.5628 1.0801
H -3.6319 1.1746 -0.7227
H -4.7844 1.6515 0.5225
C -4.5772 -1.8724 -2.4163
O -3.6860 -2.8911 -2.0667
C -3.3763 -3.7995 -3.0726
C -2.5379 -4.9094 -2.4731
N -1.2093 -4.3639 -2.1749
C -0.3790 -5.2664 -1.3983
C 0.8314 -4.4870 -0.9067
O 0.3943 -3.7023 0.1738
C 0.9831 -2.3995 0.2310
H -4.8393 -1.3168 -1.5210
H -5.4351 -2.2335 -3.0000
H -4.1416 -1.1306 -3.1069
H -2.8942 -3.4287 -3.9898
H -4.3088 -4.2506 -3.4585
H -2.4113 -5.8194 -3.0576
H -3.0751 -5.1415 -1.5374
H -1.4049 -3.5142 -1.6504
H -0.0542 -6.1543 -1.9460
H -0.9336 -5.6211 -0.5162
H 1.3425 -3.9479 -1.7082
H 1.5282 -5.2532 -0.5250
H 1.9418 -2.2741 -0.2780
H 0.9580 -1.8940 1.1899
H 0.3075 -1.8280 -0.4199
C 7.0230 2.2933 -7.9279
O 5.7507 1.9253 -7.4424
C 5.7581 1.7042 -6.0334
C 4.3483 1.3063 -5.6647
N 4.1528 1.3611 -4.2273
C 2.8331 0.9581 -3.7491
C 2.8487 0.8276 -2.2462
O 3.8860 0.0097 -1.7066
C 3.8760 -1.3204 -2.1785
H 7.7534 1.5232 -7.6609
H 7.3035 3.2546 -7.4816
H 6.9407 2.4226 -9.0037
H 6.0270 2.6392 -5.5332
H 6.4585 0.8799 -5.8519
H 4.1243 0.3038 -6.0642
H 3.6309 2.0086 -6.0955
H 4.7672 0.7172 -3.7347
H 2.4769 0.0119 -4.1900
H 2.0967 1.7174 -4.0268
H 1.8912 0.4883 -1.8323
H 3.0283 1.7823 -1.7461
H 4.2544 -2.0036 -1.4210
H 4.4009 -1.3467 -3.1422
H 2.8648 -1.6917 -2.4050
C -2.8802 -0.9449 4.4956
C -1.4717 -1.0479 3.9153
C -0.7634 -2.3186 4.3869
O -1.2411 -3.4046 3.6217
C -0.5600 -4.6087 3.8318
N -1.4880 -1.0435 2.4316
H -2.8658 -1.2576 5.5455
H -3.5157 -1.7224 4.0571
H -3.3275 0.0370 4.3754
H -0.9140 -0.1957 4.3146
H -0.9277 -2.5235 5.4529
H 0.3258 -2.2314 4.2559
H -0.7542 -5.0288 4.8296
H 0.5022 -4.4450 3.6333
H -0.9699 -5.3926 3.1943
H -1.2822 -1.9965 2.1480
H -2.4708 -0.8873 2.1908
C -3.2889 2.3346 9.2177
C -3.9408 1.9800 7.8753
C -3.1886 2.6242 6.7191
O -3.8378 2.3004 5.5153
C -3.0951 2.7339 4.3879
N -3.8195 0.4980 7.7703
H -3.7605 1.7122 9.9765
H -3.4072 3.3908 9.4639
H -2.2407 2.0318 9.1850
H -4.9866 2.2875 7.8970
H -2.1870 2.1658 6.7200
H -3.1250 3.7125 6.8507
H -3.6852 2.5699 3.4869
H -2.1839 2.1599 4.1837
H -2.7803 3.7743 4.5200
H -4.5997 0.1833 7.1987
H -3.0227 0.3274 7.1624
C -1.3715 -0.1149 -2.5804
C -0.9355 -0.7432 -3.9158
C -0.4665 0.3005 -4.9236
O -1.5522 0.7895 -5.6931
C -2.0750 -0.1060 -6.6381
N 0.1793 -1.6650 -3.5829
H -2.2725 0.4761 -2.7809
H -0.6063 0.5945 -2.2733
H -1.6492 -0.8738 -1.8516
H -1.7901 -1.3179 -4.2986
H 0.2615 -0.1799 -5.5961
H -0.0173 1.1373 -4.3954
H -1.2949 -0.5667 -7.2634
H -2.6646 0.5172 -7.3075
H -2.6329 -0.9223 -6.1741
H -0.1753 -2.4076 -2.9915
H 0.4889 -2.0681 -4.4636
C 4.5295 1.8013 3.2442
C 4.3815 3.0272 2.3547
C 3.0175 3.0204 1.6857
O 2.7095 4.1683 0.9536
C 1.3567 4.1303 0.5449
N 4.5509 4.2885 3.1092
H 5.4863 1.8507 3.7712
H 4.6056 0.9130 2.6068
H 3.7222 1.6313 3.9555
H 5.1028 3.0219 1.5330
H 2.2335 2.8144 2.4388
H 2.9214 2.1134 1.0604
H 1.1108 3.1809 0.0650
H 1.1712 4.9566 -0.1400
H 0.6971 4.3085 1.3985
H 5.5261 4.3000 3.4100
H 4.0901 4.1875 4.0136
*
```

***

Record 4
# C39H44F3N9O5S3SeSiW

A molecular structure, C39H44F3N9O5S3SeSiW at a distorted geometry (ωB97M-V/def2-TZVPD, the OMol25 dataset).

The orbital gap (spin up / spin down) comes out at 6.554 / 6.765 eV. The value obtained for the HOMO energy (spin up / spin down) is -7.32 / -7.78 eV. The energy above the lowest of the compared OMol25 structures with the same formula, charge and spin is 0.0 kcal/mol. The value obtained for the total energy is -180515.4425 eV. Its expectation value of S² is 2.02.

Structure (ORCA input):
```
! wB97M-V def2-TZVPD RIJCOSX def2/J DEFGRID3
* xyz 0 3
W -0.7269 0.5816 -0.4903
N 1.6818 3.9947 -6.8170
C 1.3332 2.8728 -6.0925
C 0.0159 2.6930 -5.6593
C -0.3413 1.5643 -4.9552
C 0.6133 0.5999 -4.6623
C 1.9193 0.7512 -5.1067
C 2.2775 1.8788 -5.8182
S 0.1840 -0.8371 -3.7597
O 1.3828 -1.3479 -3.1478
O -0.5794 -1.7207 -4.5911
N -0.7736 -0.4036 -2.4863
C -2.1318 -0.3663 -2.6101
N -2.8419 -0.2237 -3.7249
C -4.1566 -0.2333 -3.5736
C -4.7957 -0.3246 -2.3405
C -3.9769 -0.3409 -1.2333
N -2.6558 -0.4051 -1.3697
H 1.0742 4.7918 -6.7376
H 2.6598 4.2216 -6.8628
H -0.7260 3.4533 -5.8686
H -1.3632 1.4339 -4.6323
H 2.6546 -0.0099 -4.8836
H 3.2995 2.0016 -6.1564
H -4.7412 -0.1286 -4.4820
H -5.8712 -0.3095 -2.2552
H -4.3636 -0.3217 -0.2199
C 0.2526 0.6647 2.9139
N -0.7797 0.8424 1.8789
C -1.8388 1.4400 2.3099
C -2.7735 1.8997 1.3728
C -3.9932 2.5638 1.4503
C -4.3511 2.8534 0.1315
C -3.3375 2.3623 -0.6815
N -2.3696 1.7943 0.0675
C 0.8731 -0.6971 3.1202
C 0.8527 -1.2487 4.3999
C 1.5025 -2.4437 4.6783
C 2.1706 -3.1164 3.6661
C 2.1835 -2.5844 2.3836
C 1.5561 -1.3763 2.1151
H -0.1865 0.9707 3.8663
H 1.0490 1.3696 2.6947
H -1.9797 1.6494 3.3690
H -4.5320 2.7994 2.3543
H -5.2294 3.3776 -0.2083
H -3.2535 2.4112 -1.7531
H 0.3314 -0.7289 5.1963
H 1.4817 -2.8467 5.6831
H 2.6911 -4.0433 3.8728
H 2.7034 -3.1052 1.5880
H 1.6356 -0.9383 1.1274
C -0.3418 -3.7857 -0.0372
C -0.1277 -2.4429 -0.2904
N -0.8317 -1.4940 0.3419
C -1.7966 -1.8499 1.1928
C -2.0633 -3.1685 1.5180
C -1.3097 -4.1519 0.8773
C -3.1839 -3.4713 2.4301
C -3.2546 -4.3610 3.4198
C -2.2056 -5.2075 4.0106
C -0.8389 -4.9641 3.9177
C 0.0001 -5.8598 4.5554
N -0.4467 -6.9066 5.2436
C -1.7680 -7.0311 5.2971
N -2.6667 -6.2414 4.7261
H 0.2397 -4.5233 -0.5719
H 0.6151 -2.1110 -1.0084
H -2.3809 -1.0456 1.6201
H -1.5032 -5.1968 1.0853
H -4.0869 -2.9021 2.2293
H -4.2161 -4.5042 3.8991
H -0.4325 -4.1058 3.4033
H 1.0756 -5.7296 4.5137
H -2.1548 -7.8647 5.8726
C 1.6732 4.2172 2.0528
Si 2.7601 2.8134 1.4670
C 3.3892 1.7663 2.9023
C 4.1891 3.3845 0.4107
Se 1.4684 1.6845 -0.0758
H 2.2284 4.9425 2.6537
H 0.8467 3.8325 2.6549
H 1.2400 4.7263 1.1902
H 4.4059 2.0789 3.1551
H 3.4166 0.7025 2.6624
H 2.7763 1.8896 3.7969
H 4.7741 4.1289 0.9581
H 3.8206 3.8391 -0.5097
H 4.8499 2.5566 0.1487
C 4.5322 -0.9713 0.2326
S 3.3628 -1.2688 -1.1090
C 3.8690 0.1042 -2.1588
H 5.5645 -1.0320 -0.1137
H 4.3892 -1.7259 1.0042
H 4.3604 0.0131 0.6737
H 4.6441 -0.2032 -2.8610
H 4.2396 0.9140 -1.5319
H 3.0043 0.4722 -2.6995
F -2.5290 3.4336 -3.7056
C -1.8620 4.3906 -3.0326
F -2.7507 5.0601 -2.3014
F -1.3506 5.2317 -3.9342
S -0.4993 3.6847 -1.9479
O -0.7888 4.2408 -0.6580
O 0.7208 4.0632 -2.5899
O -0.7756 2.2143 -2.0401
*
```

***

Which value of total energy does entry 1 give?
-6313.6990 eV